ORCA calculation (wB97M-V/def2-TZVPD) on a 7-piece molecular cluster, C45H82BBrF2N11O5P2S overall.

Computed properties:
- 2S+1 = 1
- largest force on an atom (eV/Å) = 5.7
- net charge = +1
- HOMO energy (hartree) = -0.3725

Geometry as XYZ:
```
150
Properties=species:S:1:pos:R:3:forces:R:3:mulliken_charge:R:1
C 2.4712 0.2446 -1.7749 1.78 1.41 -3.04 -0.7814
C -2.7607 1.6251 -5.9313 -0.30 0.05 -0.04 -0.5912
N 2.2452 1.5477 4.0679 -0.63 0.59 -2.34 -0.7465
H 4.3328 -1.0111 -6.7410 -0.06 0.00 -0.04 0.3149
C -2.3974 -5.3604 -1.9433 0.89 0.38 0.39 -0.8944
C -1.5776 1.3353 0.8589 2.25 4.49 -0.24 -0.0971
H -2.8159 -1.3515 2.8681 1.94 -0.09 0.05 0.0931
C -1.1211 -5.5339 -0.9348 -2.41 -1.36 -1.40 -0.0084
H -0.9863 0.1058 7.5030 0.06 0.11 -0.14 0.3634
H 2.9420 -4.2422 0.3541 -0.59 1.46 1.30 0.6221
O 1.6501 -2.5574 5.2686 -1.43 -0.81 -4.64 -0.5501
C 4.0397 0.6018 -2.0688 0.09 -0.09 0.28 -0.4536
N 2.7534 -2.6276 -1.5746 -0.82 0.67 0.70 -0.4086
C 0.5062 -1.8190 1.6331 0.78 -0.53 2.17 0.7129
C -2.9126 1.1079 7.4560 -0.18 0.30 0.22 -0.4953
H 1.8871 1.2413 -1.7111 1.33 -1.53 -0.24 0.5604
H 5.5745 -1.0876 -2.2183 -1.80 0.24 2.07 0.2874
H -2.1774 -5.9221 -2.9245 -0.58 0.84 1.60 0.2797
C -1.6780 0.5228 6.7657 0.08 0.68 -0.38 0.0665
C -3.7084 2.0045 -7.0642 -0.13 -0.01 0.01 -0.9971
C -0.8972 -2.4073 2.1130 -2.34 1.12 -0.10 -0.2405
C -1.5442 6.7882 -9.3344 0.00 0.08 0.02 -1.1382
N -0.4190 2.4421 5.3723 -2.00 -2.73 1.87 -0.5434
N 2.1736 1.1578 1.2554 -0.55 -0.60 -1.78 0.3480
H 0.1070 1.4348 3.0013 0.39 0.43 -1.26 -0.0262
H -1.5921 -0.7237 0.0794 1.42 0.40 0.83 0.4631
H -2.1018 3.8346 -11.1026 0.09 -0.09 0.18 0.3180
H 3.6753 -2.3810 -1.1931 -0.50 0.02 0.12 0.2266
O -1.7520 -2.0588 4.5098 0.58 0.33 -1.08 -0.5718
H 4.6956 1.1492 -5.3106 -0.15 -0.02 0.09 0.3108
H -2.1185 -8.5494 4.2692 0.07 0.16 -0.09 0.3296
C 1.6460 -1.9361 -0.8155 1.64 -0.84 -0.22 -0.4950
H -3.1206 0.7037 -5.4617 0.11 0.07 0.00 0.3087
H -0.6326 6.5195 -8.7943 -0.08 -0.04 -0.03 0.3511
F 3.0951 2.7216 -0.2424 0.54 -1.90 1.33 -0.4286
N -4.9396 7.2739 9.2834 3.06 0.55 -2.22 -0.4390
H -2.7887 2.4078 -5.1672 0.12 -0.07 -0.02 0.3651
H -3.7646 1.2193 -7.8225 0.08 0.06 0.04 0.3649
H -0.3557 0.3726 -0.6781 -0.93 -0.34 1.50 0.0096
H 2.1956 -0.1882 -2.7959 -0.53 -0.13 2.03 0.5443
H -2.3894 6.7114 -8.6435 0.07 0.03 -0.03 0.2946
H 2.3806 -1.1639 2.8648 -1.25 -0.96 0.23 0.8377
H -3.3638 -5.7149 -1.4433 1.37 0.48 -0.86 0.2848
S 0.2926 -3.5083 -3.3327 0.47 0.13 0.01 -0.3472
C -2.7716 7.6981 7.7603 -0.82 -0.14 0.23 -0.3840
H -3.8360 7.5343 5.8854 0.12 0.06 0.09 0.3229
H 4.8934 -3.2286 0.8855 -1.76 0.98 0.40 0.3510
C 5.1830 -0.1644 -1.6468 -0.55 0.00 -0.25 -0.9866
Br -3.4052 1.2594 1.6544 1.22 -0.38 -0.68 -0.1299
H -4.7198 2.1560 -6.6789 0.08 0.04 -0.05 0.3802
N -1.4307 -6.0037 2.4359 -1.09 -3.45 1.28 -0.6197
H 2.8571 4.4575 1.5538 1.54 -0.36 0.35 0.3381
C -0.7186 3.9137 -9.4897 2.08 -1.22 1.29 0.3899
H 2.5707 -0.8092 -6.6980 0.05 0.02 -0.02 0.3001
H -1.9859 -3.0075 4.4231 0.11 0.89 -0.09 0.3830
H 3.8004 4.4023 3.1447 -0.08 -0.30 -1.82 0.2885
H -2.6075 8.7744 7.6645 -0.08 -0.09 0.16 0.2871
H 1.6319 1.0532 4.7305 0.35 0.27 -0.50 0.2120
C 4.0157 -2.7109 1.4426 2.47 -1.52 2.46 -0.2576
C -0.7668 0.0078 0.3489 -1.52 1.47 -2.31 -0.0002
B 0.4530 -4.1388 0.2575 -2.21 -2.91 -0.02 0.4874
H -4.4299 -6.7535 2.9640 0.03 -0.06 0.04 0.2875
C 3.8236 1.5812 -5.8104 -0.74 -0.12 0.12 -0.3839
H -1.4457 7.8336 -9.6363 -0.05 -0.09 0.05 0.3293
C -0.9752 1.5950 5.9837 1.48 1.74 -1.45 0.4127
N 0.2433 3.5109 -8.9342 -3.07 1.34 -1.71 -0.5555
O 0.8407 -5.4796 0.7246 0.31 2.91 0.42 -0.6997
H -2.8111 4.2942 -9.5481 0.15 -0.06 0.02 0.1494
C -2.9755 7.0716 6.3791 -0.07 -0.24 -0.24 -0.5271
H -1.8974 7.2646 8.2537 -0.15 0.02 0.06 0.2773
H -3.4773 2.5914 8.9246 0.10 -0.03 -0.01 0.3636
H 5.5910 -2.9001 3.0275 -1.85 -0.08 0.09 0.4058
C -4.6281 -7.7828 3.2747 -0.07 0.00 0.03 -1.0643
H -2.3434 5.0644 6.9155 -0.07 0.04 -0.07 0.1444
C 4.2746 2.6280 1.8772 1.20 0.20 -0.40 -0.8480
N 2.1841 -0.5356 -0.5722 -2.82 1.19 2.56 2.3020
C -1.7555 5.9012 -10.5570 0.08 0.37 0.06 -0.4649
H -0.8854 -3.4140 2.6447 0.62 1.13 -1.10 0.1467
H 3.9648 2.6640 -5.8627 -0.13 -0.08 0.17 0.4158
O -1.0993 2.4975 0.7384 -1.75 -5.44 0.41 -0.5044
H -2.0987 7.2808 5.7593 -0.04 0.09 0.11 0.3366
H -3.3042 5.1557 5.4308 0.07 0.00 0.08 0.3461
H -4.6284 -7.8187 4.3683 -0.03 0.02 -0.09 0.3009
F 4.2277 -1.3146 1.2420 -0.95 -0.82 -0.18 -0.2411
C -2.1775 -8.4711 3.1802 0.00 0.65 -0.42 -0.5112
C 2.6636 -3.4330 1.1419 0.04 -1.15 -0.79 -1.8879
N 1.6279 1.0541 -4.3597 3.01 0.83 -2.37 -0.4797
P 1.4243 1.9093 2.7202 0.15 -0.92 4.88 0.5924
H -3.8792 -9.7722 2.9776 0.19 0.05 -0.03 0.3233
C -2.5712 2.2250 8.4363 -0.06 0.02 0.09 -1.0270
H 4.5540 1.2532 -7.8078 -0.05 0.12 0.16 0.3323
C 1.2783 -2.7824 4.0758 1.75 1.03 3.74 -0.2408
P 0.2223 -1.9996 -2.1119 -1.62 -0.63 -1.22 0.9429
C -3.1922 5.5634 6.4387 -0.02 -0.08 -0.07 -1.0028
H 2.8089 1.4632 -7.7167 0.12 0.08 0.09 0.2155
C -1.7040 -1.4537 3.1725 -0.75 -0.58 -0.31 0.2198
C 3.4843 -0.5128 -7.2205 0.02 -0.04 0.00 -1.1410
H -1.4795 -6.2995 -0.1476 1.15 1.35 -1.09 -0.1407
H 0.8203 -0.7221 3.6179 0.65 -1.56 -1.09 -0.5172
H -3.6083 1.4959 6.7046 0.07 -0.13 0.00 0.2780
H -1.4837 -9.1980 2.7502 0.09 0.22 0.03 0.2838
H 4.1643 0.9625 0.4680 -1.53 0.95 -0.13 -0.5951
C 3.4400 1.7680 0.8134 1.60 1.51 0.14 1.3273
N -1.1979 -0.5335 -8.2178 -0.21 2.78 2.59 -0.5283
H 4.1931 -4.0403 3.3443 0.05 1.60 -0.42 0.3434
H 4.7171 4.8490 1.6287 -1.66 -1.13 0.31 0.3132
C 1.3240 -2.7559 0.5697 0.13 -0.12 -0.29 0.8480
H -3.6403 -8.6985 1.6037 0.11 -0.08 0.10 0.2933
H -2.4640 -4.2442 -2.1710 -0.10 -1.55 0.11 0.1716
C 1.3323 -1.5816 3.0302 -0.86 -0.06 0.33 -0.2984
H 4.4397 2.0949 2.8884 -0.85 0.77 -1.65 0.3661
C 4.4352 -2.9763 3.0078 1.43 0.43 -0.89 -1.2457
C -1.2500 0.3345 -7.4178 0.46 -1.93 -1.87 0.1707
C -3.6025 -8.7524 2.6964 -0.42 0.09 -0.09 -0.4434
H -1.8859 1.8702 9.2121 -0.05 0.05 -0.05 0.3387
H 3.4064 -0.8844 -8.2446 0.02 0.02 0.12 0.3487
H -4.0985 5.3078 6.9942 0.08 0.06 0.03 0.4270
C -3.9853 7.4610 8.6128 -2.07 -0.28 1.79 0.2208
H 0.3690 -5.5933 1.5851 0.16 -0.29 -0.85 0.1491
H -5.6312 -8.0390 2.9260 0.09 0.02 0.07 0.3285
H -2.1082 3.0765 7.9315 0.02 -0.12 0.03 0.1264
C 2.5956 1.2859 -4.9989 -2.11 -0.35 1.58 0.3479
H 5.3464 2.6608 1.4308 -1.86 -0.29 0.48 0.4898
H 5.7404 0.1423 -0.6948 0.70 0.64 -2.57 0.2150
H -0.6757 1.1809 -5.5532 0.06 -0.06 -0.20 -0.3185
C 1.6349 0.1221 0.5649 -0.14 -0.89 -0.09 -2.4068
H 4.1889 1.5458 -2.7204 -0.34 -0.34 2.74 0.4604
C -1.3161 1.4376 -6.4009 -0.22 -0.68 -0.40 0.6680
H -3.4324 0.3097 7.9935 0.10 -0.04 -0.15 0.3491
H 2.4299 -4.0887 2.0681 0.08 1.40 -1.56 0.5641
C -1.7597 -7.0904 2.7639 1.02 2.42 -0.56 0.4038
H 0.9303 -3.8579 3.8536 0.33 1.50 -0.22 0.1271
C -1.9409 4.4252 -10.1972 0.81 -0.07 0.20 -0.2663
H -1.6875 -2.5188 1.2727 1.78 -0.10 0.97 0.4628
H 0.1586 -0.8076 -2.9368 0.29 -0.26 1.16 -0.0523
H -0.2749 -5.9369 -1.5890 -0.90 0.76 1.41 0.3086
H -0.8990 6.0140 -11.2292 -0.13 -0.11 0.00 0.2970
C 3.6676 1.0015 -7.2189 -0.16 -0.31 -0.35 -0.4025
H 2.7654 -2.3516 -2.5632 -0.22 -0.37 0.42 0.4111
H -1.2609 -0.3916 3.1987 -0.62 -1.69 0.47 -0.3519
H -0.9341 2.3601 -6.8471 0.04 -0.17 -0.09 0.0910
H -1.0902 -2.0330 -1.4989 1.15 0.40 0.19 -0.0132
H 1.3207 3.3116 2.4784 0.29 -0.88 -0.73 0.0574
N 0.3655 -0.4098 1.1460 1.26 0.06 -0.92 1.0298
C 3.8590 4.1764 2.0107 0.46 0.19 1.52 -1.0498
H -2.6386 6.2493 -11.1004 0.05 -0.16 -0.01 0.3219
H -3.3867 2.9309 -7.5501 -0.02 -0.06 0.04 0.0521
O -0.8469 -4.2339 -0.3459 2.62 0.41 0.32 -0.4644
H -1.9719 -0.2799 6.0858 0.21 0.06 -0.06 -0.1947
H 4.0610 -2.1566 3.7045 0.21 -1.33 -0.88 0.2669
```
Positions in Å, forces in eV/Å.